{
  "formula": "C55H59BrClF4N3O9P",
  "method": "the ωB97M-V functional and the def2-TZVPD basis",
  "species": ["C", "C", "O", "C", "C", "O", "C", "C", "C", "C", "C", "Br", "N", "Cl", "C", "N", "C", "C", "C", "C", "C", "C", "C", "C", "N", "P", "O", "O", "C", "C", "C", "F", "F", "C", "F", "F", "C", "C", "C", "O", "C", "C", "H", "H", "H", "H", "H", "H", "H", "H", "H", "H", "H", "H", "H", "H", "H", "H", "H", "H", "H", "H", "H", "H", "H", "H", "H", "H", "H", "H", "H", "H", "H", "H", "H", "H", "H", "H", "H", "H", "H", "H", "H", "H", "H", "C", "C", "C", "C", "C", "C", "C", "O", "C", "C", "C", "C", "C", "C", "C", "O", "H", "H", "H", "H", "H", "H", "H", "H", "C", "C", "C", "C", "C", "C", "C", "O", "C", "C", "C", "C", "C", "C", "C", "O", "H", "H", "H", "H", "H", "H", "H", "H"],
  "coordinates": [[5.4312, -2.5461, 2.4629], [5.0035, -1.4316, 1.5357], [3.6158, -1.5521, 1.2804], [2.9846, -0.3685, 0.8509], [2.2194, 0.3057, 1.9831], [0.8862, -0.1648, 2.1046], [-0.0094, 0.5138, 1.2604], [-1.4611, 0.0026, 1.4522], [-2.1512, 0.2467, 0.0918], [-3.2514, -0.6906, -0.4199], [-3.1593, -0.8288, -1.9281], [-3.5400, 0.8566, -2.8056], [-1.3578, -1.4199, 1.7785], [-0.5174, -2.4097, 0.6740], [-2.3285, -2.0285, 2.5102], [-2.0064, -3.1863, 3.0365], [-2.6981, -3.9685, 4.0440], [-1.7471, -4.3550, 5.1568], [-0.6378, -3.5725, 5.4900], [0.1834, -3.9534, 6.5557], [-0.1032, -5.1045, 7.2846], [-1.2084, -5.9047, 6.9635], [-1.5278, -7.1345, 7.7653], [-2.0189, -5.5157, 5.8884], [-3.5320, -1.4057, 2.6997], [-5.0717, -2.1016, 2.0435], [-4.3997, -3.4533, 1.3929], [-5.8098, -2.7976, 3.2861], [-3.5494, 0.0643, 2.9775], [-4.5748, 0.8479, 2.1534], [-4.0821, 0.1375, 4.4598], [-3.9489, 1.3889, 4.9483], [-5.4209, -0.1109, 4.3982], [-3.4799, -0.8919, 5.4870], [-3.1232, -0.2443, 6.6232], [-4.4044, -1.8260, 5.7947], [-2.1093, 0.7169, 2.7175], [-1.1804, 0.5691, 3.9504], [-0.0482, 1.6007, 4.1220], [-2.2120, 2.0346, 2.2604], [-2.4796, 3.1206, 3.1463], [-1.7932, 4.3754, 2.6194], [6.4818, -2.4469, 2.7221], [4.8339, -2.5098, 3.3726], [5.2636, -3.5124, 1.9915], [5.5581, -1.4847, 0.5938], [5.2223, -0.4599, 1.9900], [2.3087, -0.6273, 0.0339], [3.7179, 0.3365, 0.4467], [2.2340, 1.3930, 1.8538], [2.7226, 0.0811, 2.9227], [0.0244, 1.5913, 1.4270], [0.2817, 0.3400, 0.2229], [-1.3745, 0.2054, -0.6705], [-2.5067, 1.2731, 0.0488], [-3.1531, -1.7028, -0.0212], [-4.2525, -0.3347, -0.1914], [-3.9009, -1.5233, -2.3067], [-2.1636, -1.1251, -2.2404], [-1.1179, -3.5683, 2.7419], [-3.5022, -3.3739, 4.4551], [-3.0847, -4.8761, 3.5861], [-0.3979, -2.6759, 4.9330], [1.0370, -3.3396, 6.8046], [0.5379, -5.3838, 8.1093], [-2.1725, -7.8094, 7.2086], [-2.0444, -6.8581, 8.6838], [-0.6207, -7.6679, 8.0360], [-2.8732, -6.1293, 5.6277], [-4.5425, -3.4530, 0.4378], [-5.6401, -3.7382, 3.3860], [-4.8190, 1.7507, 2.7060], [-4.1792, 1.1651, 1.2002], [-5.5051, 0.3160, 2.0031], [-2.5899, -1.3919, 5.1134], [-0.7187, -0.4172, 3.9227], [-1.7458, 0.6134, 4.8640], [0.9173, 1.1069, 4.1531], [-0.1660, 2.1457, 5.0552], [-0.0080, 2.3316, 3.3211], [-2.1485, 2.8990, 4.1555], [-3.5541, 3.2920, 3.2124], [-1.5373, 4.2279, 1.5714], [-0.8724, 4.5857, 3.1575], [-2.4525, 5.2350, 2.6900], [7.7645, 4.5432, -2.4778], [7.2913, 4.5842, -3.7845], [6.3700, 3.6475, -4.2206], [5.9231, 2.6592, -3.3527], [6.4078, 2.6110, -2.0428], [7.3244, 3.5597, -1.6083], [5.9675, 1.5476, -1.0974], [6.3675, 1.5109, 0.0461], [5.0066, 0.5232, -1.6045], [4.6179, -0.5088, -0.7587], [3.7199, -1.4648, -1.2008], [3.1983, -1.3887, -2.4882], [3.5839, -0.3637, -3.3347], [4.4952, 0.5916, -2.9012], [4.9203, 1.6726, -3.8404], [4.4532, 1.7474, -4.9584], [8.4804, 5.2797, -2.1389], [7.6427, 5.3497, -4.4631], [5.9899, 3.6718, -5.2321], [7.6870, 3.5142, -0.5911], [5.0328, -0.5526, 0.2391], [3.4283, -2.2737, -0.5439], [2.4959, -2.1358, -2.8337], [3.1880, -0.2975, -4.3381], [-4.5722, 3.5544, -9.0616], [-4.9072, 2.6167, -8.0903], [-3.9145, 1.9105, -7.4333], [-2.5801, 2.1333, -7.7505], [-2.2443, 3.0663, -8.7343], [-3.2447, 3.7793, -9.3829], [-0.8194, 3.3110, -9.1122], [-0.5273, 4.1360, -9.9502], [0.2284, 2.5106, -8.4147], [1.5646, 2.6945, -8.7552], [2.5518, 1.9777, -8.0965], [2.2095, 1.0682, -7.1010], [0.8823, 0.8775, -6.7688], [-0.1106, 1.5958, -7.4184], [-1.5237, 1.3727, -7.0222], [-1.7920, 0.6080, -6.1196], [-5.3500, 4.1085, -9.5697], [-5.9463, 2.4380, -7.8474], [-4.1595, 1.1817, -6.6732], [-2.9693, 4.5033, -10.1368], [1.8159, 3.4071, -9.5281], [3.5918, 2.1276, -8.3532], [2.9833, 0.5210, -6.5861], [0.5986, 0.1775, -5.9948]],
  "forces_ev_per_angstrom": [[-0.428, 0.065, 0.189], [0.842, -1.805, 2.357], [-0.137, 0.113, 0.922], [-1.585, 1.187, 1.996], [0.177, -0.208, 0.020], [-0.239, 0.015, 0.316], [0.290, -0.218, -0.050], [0.204, 0.129, -0.172], [-0.354, 0.099, -0.190], [0.098, -0.038, -0.216], [-0.189, 0.058, 0.039], [0.009, 0.126, -0.060], [-0.448, 0.108, -0.291], [0.261, 0.043, 0.148], [0.185, 0.088, 0.127], [-0.349, -0.155, -0.252], [0.197, -0.213, 0.157], [0.318, -0.110, 0.296], [-0.146, -0.408, 0.264], [-0.457, -0.217, -0.191], [-0.194, 0.202, -0.338], [-0.022, 0.412, -0.345], [-0.002, 0.127, -0.097], [0.467, 0.215, 0.262], [0.120, -0.116, 0.121], [-0.061, -0.441, 0.076], [-0.017, 0.156, -0.072], [0.125, 0.301, -0.044], [0.104, 0.323, 0.270], [-0.112, 0.226, 0.061], [-0.002, -0.160, -0.156], [0.020, -0.016, -0.023], [0.141, 0.004, 0.045], [0.144, 0.321, 0.118], [-0.214, -0.113, -0.165], [0.082, 0.079, 0.041], [0.070, -0.355, -0.014], [0.341, 0.104, 0.056], [0.115, -0.041, -0.010], [0.033, -0.038, -0.046], [-0.189, 0.440, 0.322], [0.059, -0.316, -0.116], [0.084, -0.012, -0.031], [0.058, -0.062, 0.146], [0.058, -0.061, -0.036], [0.999, -1.942, 1.824], [0.047, 0.134, 0.013], [-0.158, 0.322, 0.297], [-1.168, 0.386, 0.850], [-0.125, 0.049, -0.061], [-0.016, -0.008, 0.124], [-0.120, 0.062, -0.025], [0.007, -0.001, -0.097], [0.109, -0.019, 0.041], [0.078, 0.079, 0.095], [0.134, 0.007, 0.090], [-0.057, -0.026, 0.198], [0.034, -0.108, -0.080], [0.040, -0.089, -0.110], [0.121, 0.026, -0.002], [-0.341, 0.079, -0.099], [-0.245, -0.001, -0.056], [0.005, 0.064, -0.037], [0.061, -0.031, 0.065], [0.026, -0.052, 0.041], [-0.043, -0.059, -0.020], [-0.015, -0.020, 0.077], [0.057, -0.052, 0.052], [-0.033, -0.023, -0.038], [0.046, -0.185, -0.003], [0.068, -0.293, 0.127], [-0.021, 0.048, 0.000], [0.032, -0.057, -0.040], [-0.025, 0.042, 0.022], [0.040, -0.084, -0.082], [-0.089, -0.079, -0.037], [-0.323, 0.053, 0.173], [0.006, -0.018, 0.052], [-0.052, 0.075, 0.041], [-0.019, 0.062, -0.031], [0.056, -0.114, 0.076], [-0.077, -0.123, -0.130], [-0.066, 0.063, -0.096], [0.060, 0.057, 0.034], [0.017, 0.098, 0.056], [-0.003, 0.004, -0.007], [0.004, -0.005, 0.025], [0.038, 0.059, -0.003], [-0.009, -0.037, 0.029], [-0.015, -0.063, -0.001], [0.049, 0.066, -0.015], [-0.220, -0.079, -0.359], [-0.001, -0.090, 0.371], [0.121, -0.108, -0.204], [1.204, 0.992, -3.011], [0.390, -0.998, -1.867], [0.286, -0.031, 0.245], [0.008, 0.217, -0.129], [-0.081, 0.051, -0.241], [-0.151, -0.025, -0.067], [0.111, -0.030, 0.074], [0.011, 0.006, -0.001], [0.002, 0.013, -0.001], [-0.040, -0.038, -0.001], [-0.010, -0.040, 0.020], [-0.305, 1.992, -3.179], [0.115, -0.019, -0.384], [-0.010, -0.036, -0.005], [0.023, 0.060, -0.035], [0.001, -0.022, 0.025], [0.004, 0.015, -0.013], [-0.063, 0.027, -0.010], [0.053, -0.049, 0.010], [0.076, -0.059, 0.023], [-0.066, 0.006, -0.006], [0.015, 0.054, 0.011], [-0.009, -0.034, 0.001], [0.020, 0.009, -0.034], [0.098, -0.026, 0.082], [-0.092, 0.033, -0.045], [-0.003, 0.036, -0.132], [0.132, -0.078, 0.115], [-0.016, 0.081, -0.119], [0.024, 0.086, 0.043], [-0.254, -0.107, 0.062], [-0.011, 0.000, -0.005], [-0.010, 0.007, 0.002], [0.045, -0.021, 0.028], [0.053, -0.006, -0.010], [-0.041, 0.021, -0.020], [0.007, 0.004, -0.003], [0.067, 0.004, 0.019], [-0.055, -0.002, -0.016]],
  "lumo_ev": -3.42,
  "multiplicity": 1,
  "energy_ha": -6747.37108,
  "charge": 1,
  "homo_ev": -10.87
}